1.
C33H75F30N9O3P5 | the ωB97M-V functional and the def2-TZVPD basis

* net charge: +1
* energy: -182976.29627 eV
* highest occupied orbital energy: -10.94 eV
* LUMO level: -3.02 eV

Last column: Mulliken charge in e.
CARTESIAN COORDINATES (ANGSTROEM)
C 1.26007 2.59310 -2.05330  0.59
C 0.99539 2.73227 -3.53988  -1.11
N 0.03055 3.81021 -3.87022  0.40
C -1.30827 3.68728 -4.08107  -0.28
C -1.81655 4.95692 -4.34783  -0.47
N -0.78454 5.85311 -4.28445  0.25
C 0.33799 5.14161 -3.99176  -0.39
C -0.90659 7.25095 -4.50880  -0.90
H 1.51073 3.54821 -1.59174  0.41
H 1.93833 1.81534 -1.70236  -0.58
H 0.26977 2.26724 -1.73516  -0.16
H 0.53229 1.83490 -3.95018  0.37
H 1.89361 2.94007 -4.12137  0.38
H -1.83097 2.74265 -4.05184  0.32
H -2.82670 5.31707 -4.47541  0.54
H 1.30576 5.60711 -3.87725  0.42
H -0.76282 7.79603 -3.57589  0.36
H -1.92282 7.51798 -4.79876  0.32
H -0.22932 7.56881 -5.30149  0.36
C -1.71730 -2.23064 4.57798  -0.47
C -0.91640 -1.89373 5.89384  -0.23
N -1.77282 -0.86075 6.52157  0.23
C -1.97832 -0.83475 7.82815  -0.21
C -2.41919 0.49739 8.12834  -0.61
N -2.64528 1.20892 6.92301  0.31
C -2.30220 0.30010 5.96466  0.18
C -2.85593 2.59345 6.62856  -0.58
H -2.03932 -1.34275 4.03386  -0.22
H -2.60555 -2.77106 4.90519  0.39
H -1.03599 -2.73156 3.89023  0.32
H 0.05946 -1.44563 5.70680  0.07
H -0.76792 -2.74894 6.55314  0.37
H -1.61471 -1.68141 8.39153  0.43
H -2.47340 1.04982 9.05477  0.43
H -2.24561 0.57662 4.92219  -0.25
H -2.42596 2.90609 5.67699  0.03
H -2.57498 3.14979 7.52279  0.39
H -3.90490 2.88333 6.56753  0.34
C -4.67918 3.95335 -0.66083  -0.68
C -3.56135 5.03796 -0.35670  -0.62
N -2.39795 4.45393 0.27107  0.67
C -1.16056 4.42798 -0.37337  -0.44
C -0.13183 4.07403 0.49190  -0.61
N -0.68217 3.98130 1.80383  0.45
C -1.99845 4.21615 1.64298  -0.84
C -0.01398 3.86580 3.05009  -0.92
H -5.64390 4.44211 -0.79698  0.48
H -4.99763 3.42065 0.23524  0.04
H -4.50213 3.36676 -1.56230  0.13
H -3.98555 5.73873 0.36238  0.38
H -3.30805 5.71046 -1.17628  0.43
H -0.99786 4.76369 -1.38689  0.32
H 0.94280 4.08643 0.38494  0.63
H -2.63786 4.35557 2.50212  0.42
H -0.62260 4.37451 3.79768  0.34
H 0.99776 4.26918 3.09190  0.33
H 0.04382 2.80270 3.28374  0.32
C 1.67684 -5.19748 -4.90481  -0.91
N 2.78563 -4.88321 -3.90144  0.23
C 2.49571 -3.56471 -3.25710  -0.88
C 2.74565 -6.10068 -2.91310  -0.97
C 4.14465 -4.94181 -4.58216  -0.59
C 5.35315 -4.60758 -3.70247  -0.90
O 5.47946 -3.36041 -3.08380  -0.37
H 1.46991 -4.26501 -5.42996  0.43
H 0.73429 -5.44713 -4.41757  0.37
H 1.85956 -5.96824 -5.65357  0.35
H 2.71821 -2.88451 -4.07924  0.30
H 3.00526 -3.45232 -2.30012  0.16
H 1.41890 -3.65951 -3.11711  0.54
H 3.08042 -6.97784 -3.46682  0.39
H 1.71448 -6.20536 -2.57570  0.43
H 3.43863 -5.92317 -2.09068  0.36
H 4.03028 -4.25924 -5.42424  0.44
H 4.44404 -5.88934 -5.03009  0.43
H 6.22590 -4.85556 -4.30655  0.56
H 5.45297 -5.38678 -2.94683  0.35
H 6.36558 -3.04655 -3.27847  0.31
C 3.99920 0.70577 0.50845  -0.74
N 5.08859 0.17381 -0.57408  0.40
C 4.25629 -0.37374 -1.73402  -1.05
C 5.92573 1.36301 -1.12875  -0.91
C 5.95086 -0.99956 -0.00465  -0.02
C 7.33393 -0.55241 0.63304  -0.90
O 6.98987 0.16751 1.83027  -0.44
H 3.21031 -0.04256 0.58438  0.19
H 3.65104 1.67086 0.14038  0.23
H 4.48369 0.77760 1.48221  0.45
H 3.71721 0.49748 -2.10611  0.44
H 3.55103 -1.05432 -1.25704  0.26
H 4.97006 -0.98748 -2.28352  0.44
H 6.65617 1.60940 -0.35813  0.38
H 5.27960 2.22759 -1.28077  0.27
H 6.49327 1.18674 -2.04251  0.37
H 6.14949 -1.70194 -0.81416  0.14
H 5.19596 -1.46746 0.62723  0.41
H 8.01271 0.03795 0.01755  0.39
H 7.86746 -1.48046 0.83840  0.45
H 7.77758 0.24189 2.37393  0.29
C -3.63054 -1.09387 -0.57239  -0.37
N -2.15719 -1.70326 -0.61645  0.75
C -2.00841 -2.84107 0.43546  -0.60
C -1.90613 -2.33151 -2.01067  -0.66
C -1.09068 -0.56870 -0.40766  -0.61
C -0.62621 -0.14752 1.00221  0.19
O 0.58842 0.55049 1.05454  1.15
H -3.89941 -0.76523 0.43150  0.06
H -4.24175 -1.91478 -0.94741  0.44
H -3.77951 -0.20766 -1.18927  -0.07
H -2.51617 -2.49619 1.33620  0.22
H -0.97066 -3.15106 0.55829  -0.28
H -2.65268 -3.63760 0.06324  0.62
H -2.63978 -3.11056 -2.21784  0.35
H -0.94920 -2.83663 -2.14202  -0.01
H -2.15018 -1.52790 -2.70546  0.32
H -1.50974 0.33280 -0.85463  0.35
H -0.29315 -0.80067 -1.11353  0.02
H -0.31521 -1.01359 1.58642  0.02
H -1.48294 0.29328 1.51193  -0.47
H 0.95248 0.45239 1.93741  -0.33
P 2.33623 0.75138 4.32020  1.64
F 2.32520 1.83530 3.12438  -0.34
F 0.94361 1.23004 4.95179  -0.37
F 1.57829 -0.30495 3.27039  -0.82
F 2.48270 -0.32465 5.50473  -0.35
F 3.73951 0.21974 3.74511  -0.41
F 3.16173 1.83245 5.19971  -0.43
P 1.88018 -3.77140 0.77792  1.24
F 2.49732 -4.92797 1.75461  -0.39
F 1.11525 -3.05956 2.09967  -0.18
F 3.23437 -2.84149 0.86079  -0.29
F 1.21304 -2.81130 -0.37763  -0.56
F 2.77369 -4.44396 -0.42790  -0.37
F 0.73065 -4.88096 0.52150  -0.42
P -4.26786 1.51327 2.74477  1.42
F -4.77522 3.02397 2.67355  -0.44
F -5.61725 0.99739 1.96099  -0.36
F -3.37372 1.68237 1.30909  -0.23
F -3.55490 0.04198 2.92600  -0.34
F -2.98965 2.05403 3.51165  -0.43
F -5.15930 1.43088 4.07913  -0.39
P -6.27968 -4.41136 0.41100  1.18
F -6.95162 -3.02266 0.00884  -0.35
F -7.57776 -5.14666 -0.18047  -0.35
F -5.41151 -4.47393 -1.04680  -0.40
F -5.64729 -5.84245 0.71741  -0.37
F -5.03248 -3.69730 1.00188  -0.31
F -6.78711 -4.35973 1.94326  -0.39
P -3.80958 0.88842 -4.57730  1.39
F -4.98697 0.39359 -3.52899  -0.36
F -3.46400 -0.64529 -4.99154  -0.38
F -4.90794 0.89009 -5.69401  -0.32
F -2.67272 1.31263 -5.68085  -0.38
F -4.08825 2.49065 -4.15254  -0.38
F -2.69088 0.82662 -3.32743  -0.47

---

2.
C16H14F3NO2 | the ωB97M-V functional and the def2-TZVPD basis

* net charge: 0
* energy: -30556.70167 eV
* highest occupied orbital energy: -8.14 eV
* LUMO level: 0.81 eV

Last column: Mulliken charge in e.
CARTESIAN COORDINATES (ANGSTROEM)
F -1.23157 2.90294 3.14023  -0.26
C 0.02139 2.82697 3.63828  0.91
F 0.71203 3.82279 3.04848  -0.27
F -0.08101 3.16896 4.92988  -0.29
C 0.64743 1.47698 3.43060  0.05
C 0.90720 0.68136 4.54097  -0.72
C 1.48379 -0.56415 4.38100  -0.54
C 1.80812 -1.01167 3.11086  -0.71
C 1.55033 -0.21879 2.00909  -0.32
C 0.95900 1.03229 2.14451  0.59
C 0.70748 1.86312 0.91080  -1.03
N 0.56343 1.01271 -0.25639  -0.28
C -0.74052 0.36216 -0.32239  -0.86
C -0.78765 -0.53467 -1.52841  0.20
C -0.29438 -1.82794 -1.45400  -0.56
C -0.27863 -2.67749 -2.55716  -1.04
C -0.77294 -2.17770 -3.73672  0.94
C -1.26761 -0.87590 -3.82298  0.85
C -1.28364 -0.03703 -2.73705  -1.01
O -1.69527 -0.63567 -5.10234  -0.49
C -1.46022 -1.82886 -5.81859  -0.23
O -0.88001 -2.78651 -4.95979  -0.48
H 0.65729 1.04207 5.52671  0.48
H 1.68091 -1.17840 5.24571  0.40
H 2.26557 -1.98094 2.98026  0.41
H 1.79742 -0.55128 1.01327  0.54
H -0.17193 2.51043 1.05638  0.40
H 1.57565 2.51314 0.75842  0.37
H 0.70902 1.55309 -1.10275  0.31
H -0.85854 -0.22798 0.59068  0.44
H -1.56481 1.09495 -0.36262  0.44
H 0.08599 -2.18877 -0.51117  0.43
H 0.10156 -3.68302 -2.49398  0.42
H -1.67329 0.96465 -2.81785  0.44
H -0.77771 -1.62558 -6.65948  0.24
H -2.41386 -2.21627 -6.21248  0.24

---

3.
C2H4N2OS | the ωB97M-V functional and the def2-TZVPD basis

* net charge: 0
* energy: -17996.08015 eV
* ΔE to the lowest compared entry with this formula, charge and spin: 151.72 kcal/mol
* highest occupied orbital energy (alpha / beta): -8.70 / -7.73 eV
* LUMO level (alpha / beta): -1.23 / -1.02 eV

Last column: Mulliken charge in e.
CARTESIAN COORDINATES (ANGSTROEM)
C -1.50747 -0.44694 0.64598  -0.58
N -0.59036 0.46889 0.29703  -0.22
N 0.33263 0.55711 -0.45715  -0.08
C 1.51492 0.89882 -0.46692  -0.29
H -1.44029 -1.50524 0.35066  0.38
H -1.78748 -0.27747 1.62667  0.37
H 2.06900 1.10657 -1.39965  0.22
H 2.18567 0.95707 0.40356  0.25
O -4.72391 0.33102 0.47330  -0.35
S -3.69110 0.10519 -0.56128  0.30

---

4.
C5H7FS2 | the ωB97M-V functional and the def2-TZVPD basis

* net charge: 0
* energy: -29685.83567 eV
* ΔE to the lowest compared entry with this formula, charge and spin: 2.91 kcal/mol
* highest occupied orbital energy: -7.91 eV
* LUMO level: 0.67 eV

Last column: Mulliken charge in e.
CARTESIAN COORDINATES (ANGSTROEM)
F 3.01808 -0.79299 0.02480  -0.30
C 2.31661 0.41480 0.00127  -0.41
C 0.86817 0.17076 -0.01409  0.23
C 0.38541 -1.08598 0.05825  -0.33
S -1.28445 -1.59209 0.02542  -0.10
C -2.18917 -0.07499 -0.35377  -0.61
C -1.69203 1.11827 0.49722  -0.60
S -0.10302 1.66034 -0.14878  -0.12
H 2.63639 0.96347 -0.87842  0.27
H 2.66491 1.02086 0.88184  0.24
H 1.04680 -1.91868 0.12855  0.34
H -3.20890 -0.33001 -0.02614  0.34
H -2.21446 0.15973 -1.40944  0.37
H -2.33833 1.99577 0.32719  0.34
H -1.68356 0.89653 1.59363  0.33